[1]
Density functional theory data (ωB97M-V/def2-TZVPD) for C18H30Cl2N7O3Zn as an isolated structure.

Cartesian coordinates (Å):
1 O -0.077 -4.118 -3.076
2 C -0.191 -5.325 -3.034
3 C -1.387 -6.157 -3.444
4 C -2.486 -5.515 -4.036
5 H -2.431 -4.444 -4.236
6 C -3.636 -6.242 -4.346
7 H -4.493 -5.724 -4.779
8 C -3.705 -7.618 -4.098
9 H -4.613 -8.177 -4.329
10 C -2.588 -8.268 -3.550
11 H -2.636 -9.342 -3.362
12 C -1.438 -7.546 -3.241
13 H -0.563 -8.054 -2.825
14 H 0.652 -5.960 -2.668
15 C -1.059 -2.128 1.959
16 C -0.289 -0.885 1.894
17 H -1.339 -2.435 2.972
18 H -0.473 -2.917 1.480
19 H -1.957 -1.999 1.346
20 C 0.238 -0.164 2.861
21 C 0.144 -0.391 4.363
22 H 0.831 0.729 2.642
23 H -0.463 -1.278 4.596
24 H -0.298 0.479 4.876
25 H 1.150 -0.530 4.787
26 Zn -0.180 -0.280 -0.266
27 Cl -2.448 -0.079 -0.617
28 Cl 0.559 -2.219 -1.172
29 H -1.082 -0.570 -4.904
30 H -2.482 1.453 -5.060
31 C -0.997 -0.456 -3.815
32 C -2.412 1.565 -3.971
33 N -1.189 0.952 -3.492
34 H -0.025 -0.805 -3.462
35 C -0.397 1.630 -2.640
36 O 0.508 1.126 -1.953
37 H -2.383 2.628 -3.710
38 H -0.643 2.711 -2.573
39 H -1.780 -1.057 -3.335
40 H -3.290 1.095 -3.506
41 H 5.428 1.273 0.639
42 H 5.765 0.178 -1.688
43 C 4.787 0.420 0.892
44 C 5.103 -0.624 -1.335
45 N 4.195 -0.126 -0.316
46 H 3.982 0.735 1.561
47 C 2.858 -0.211 -0.441
48 O 2.046 0.186 0.409
49 H 4.513 -1.007 -2.173
50 H 2.509 -0.690 -1.372
51 H 5.412 -0.340 1.378
52 H 5.734 -1.431 -0.935
53 N 0.930 5.051 1.179
54 N 0.265 3.845 1.209
55 N -1.007 3.750 1.669
56 C -1.271 2.470 1.326
57 N -0.259 1.857 0.720
58 N 0.747 2.774 0.615
59 H 1.929 4.890 1.150
60 H 0.607 5.651 1.928
61 H -2.230 2.004 1.505

Values from the calculation:
Multiplicity: 1
Charge: -1
Energy relative to the best compared isomer or geometry (same formula, charge and spin), eV: 0.040

Atomic charges from the Mulliken analysis, expressed in e, are listed below: O -0.43; C -0.18; C 0.62; C -0.35; H 0.40; C -0.39; H 0.35; C -0.39; H 0.35; C -0.43; H 0.34; C -0.48; H 0.31; H 0.28; C -1.30; C 0.18; H 0.48; H 0.14; H 0.18; C 0.32; C -1.32; H 0.16; H 0.33; H 0.23; H 0.23; Zn 0.84; Cl -0.69; Cl -0.70; H 0.38; H 0.30; C -1.06; C -0.90; N 0.34; H 0.20; C 0.00; O -0.56; H 0.30; H 0.24; H 0.36; H 0.28; H 0.31; H 0.31; C -0.92; C -0.90; N 0.25; H 0.20; C 0.67; O -0.51; H 0.24; H -0.18; H 0.31; H 0.32; N -0.63; N 1.18; N -0.97; C -0.41; N 0.28; N -0.50; H 0.27; H 0.27; H 0.47


[2]
Density functional theory data (ωB97M-V/def2-TZVPD) for a 4-piece molecular cluster, C27H48NO3PS2 overall.

Cartesian coordinates (Å):
1 C -4.132 0.728 -4.961
2 C -4.468 0.758 -3.355
3 C -3.080 0.401 -2.494
4 C -1.783 1.288 -2.956
5 N -0.526 1.074 -2.148
6 C -0.558 -0.179 -1.306
7 C 0.916 -0.550 -0.608
8 C 0.663 -1.965 0.212
9 C 1.724 -3.159 -0.158
10 P 2.448 -3.860 1.464
11 C 1.118 -4.596 2.619
12 C 1.506 -6.005 3.424
13 C 0.497 -6.756 4.497
14 C -0.972 -6.081 4.797
15 C -1.379 -4.705 3.990
16 C -0.364 -3.967 2.931
17 C -0.096 2.301 -1.377
18 S 1.562 2.810 -1.331
19 S -1.285 3.447 -0.419
20 C -0.698 3.680 1.350
21 C -1.782 2.830 2.298
22 C -1.316 1.260 2.206
23 H -4.980 0.173 -5.585
24 H -3.976 1.847 -5.301
25 H -3.144 0.092 -5.168
26 H -5.199 -0.165 -3.155
27 H -5.006 1.725 -2.977
28 H -2.886 -0.754 -2.725
29 H -3.341 0.460 -1.353
30 H -1.500 1.028 -4.086
31 H -2.140 2.423 -2.982
32 H -0.829 -1.151 -1.944
33 H -1.307 -0.078 -0.390
34 H 1.228 0.306 0.148
35 H 1.696 -0.633 -1.476
36 H -0.417 -2.381 -0.077
37 H 0.748 -1.725 1.357
38 H 1.262 -3.988 -0.883
39 H 2.631 -2.675 -0.764
40 H 2.970 -2.696 2.185
41 H 2.566 -6.532 3.271
42 H 0.788 -7.760 5.067
43 H -1.768 -6.503 5.561
44 H -2.417 -4.200 4.203
45 H -0.711 -2.974 2.419
46 H -0.811 4.815 1.691
47 H 0.416 3.377 1.546
48 H -1.876 3.260 3.382
49 H -2.823 2.948 1.727
50 H -2.119 0.590 1.646
51 H -1.251 0.863 3.320
52 H -0.274 1.155 1.633
53 C 1.858 -6.900 -3.167
54 C 0.831 -5.828 -3.416
55 O 0.707 -4.873 -2.651
56 C -0.039 -5.969 -4.636
57 H 2.412 -6.667 -2.252
58 H 1.363 -7.866 -3.040
59 H 2.562 -6.941 -4.002
60 H -0.618 -6.894 -4.574
61 H 0.581 -5.968 -5.536
62 H -0.733 -5.123 -4.688
63 C 5.289 4.596 -2.003
64 C 6.379 3.668 -1.536
65 O 7.556 3.865 -1.834
66 C 5.973 2.490 -0.691
67 H 5.728 5.400 -2.602
68 H 4.574 4.048 -2.622
69 H 4.784 5.039 -1.140
70 H 5.289 1.849 -1.253
71 H 5.498 2.839 0.229
72 H 6.863 1.909 -0.428
73 C -1.619 7.297 5.399
74 C -1.767 6.227 4.349
75 O -1.222 5.132 4.473
76 C -2.608 6.551 3.143
77 H -0.986 6.923 6.211
78 H -1.145 8.180 4.964
79 H -2.599 7.553 5.809
80 H -2.178 7.401 2.608
81 H -3.632 6.774 3.453
82 H -2.625 5.687 2.471

Values from the calculation:
Multiplicity: 1
Calculated total energy, Ha: -2475.21804
SMILES: CCCCN(CCCCPc1ccccc1)C(=S)SCCC.CC(C)=O.CC(C)=O.CC(C)=O
Charge: 0

Atomic charges from the Mulliken analysis, expressed in e, are listed below: C -0.84; C -0.44; C -0.20; C -0.54; N 0.19; C -0.47; C -0.41; C -0.50; C -0.25; P -0.24; C 0.34; C -0.39; C -0.38; C -0.33; C -0.37; C 0.07; C -0.22; S -0.10; S -0.07; C -0.54; C -0.28; C -0.36; H 0.31; H 0.20; H 0.21; H 0.30; H 0.33; H 0.23; H 0.13; H 0.16; H 0.27; H 0.38; H -0.02; H 0.10; H 0.27; H 0.28; H 0.29; H 0.07; H 0.41; H 0.05; H 0.24; H 0.26; H 0.27; H 0.26; H 0.11; H 0.22; H 0.39; H 0.15; H 0.25; H 0.12; H 0.38; H -0.15; C -1.05; C 0.74; O -0.55; C -1.10; H 0.25; H 0.32; H 0.33; H 0.32; H 0.33; H 0.28; C -0.92; C 0.80; O -0.57; C -0.96; H 0.30; H 0.22; H 0.29; H 0.25; H 0.29; H 0.31; C -1.23; C 0.91; O -0.55; C -0.87; H 0.32; H 0.33; H 0.33; H 0.31; H 0.38; H 0.07


[3]
Density functional theory data (ωB97M-V/def2-TZVPD) for C4H6N2O as an isolated structure.

Cartesian coordinates (Å):
1 N 1.097 -0.825 -0.237
2 C 0.901 0.529 -0.577
3 O 0.332 1.313 0.361
4 C -0.554 0.563 1.206
5 C -1.278 -0.513 0.342
6 C -0.332 -0.624 -0.824
7 N -0.368 -0.034 -1.944
8 H 1.649 -1.248 -0.980
9 H 1.552 1.088 -1.240
10 H -1.233 1.294 1.648
11 H 0.037 0.078 1.986
12 H -1.378 -1.440 0.913
13 H -2.251 -0.172 -0.017

Values from the calculation:
Multiplicity: 1
Charge: 0
Energy relative to the best compared isomer or geometry (same formula, charge and spin), eV: 4.764

Atomic charges from the Mulliken analysis, expressed in e, are listed below: N -0.61; C 0.19; O -0.37; C -0.45; C -0.55; C 0.56; N -0.72; H 0.33; H 0.41; H 0.33; H 0.29; H 0.28; H 0.32


[4]
Density functional theory data (ωB97M-V/def2-TZVPD) for C6H11B4F9O7SSm as an isolated structure.

Cartesian coordinates (Å):
1 C -3.472 -3.261 -1.968
2 O -3.431 -3.451 -0.535
3 B -3.348 -2.407 0.355
4 O -4.034 -2.426 1.524
5 B -2.211 -1.103 0.156
6 O -1.534 -0.661 1.270
7 B -0.181 -0.454 1.081
8 C 0.711 0.094 2.211
9 C 1.873 0.986 1.719
10 C 1.641 2.443 2.128
11 F 2.154 2.636 3.373
12 F 0.314 2.739 2.211
13 C 2.392 3.461 1.198
14 F 2.645 4.574 1.858
15 F 3.555 2.872 0.881
16 S 1.493 3.955 -0.427
17 F 0.686 2.530 -0.410
18 F 2.591 3.253 -1.337
19 F 2.276 5.310 -0.494
20 F 0.352 4.607 0.457
21 F 0.685 4.333 -1.722
22 O 0.425 -0.878 -0.164
23 B -0.456 -0.975 -1.263
24 C 0.053 -1.701 -2.600
25 O 0.790 -2.929 -2.322
26 O 2.181 -2.594 -2.105
27 O -1.733 -0.609 -1.068
28 H -3.708 -4.225 -2.412
29 H -2.511 -2.916 -2.364
30 H -4.252 -2.546 -2.230
31 H -4.007 -3.191 2.110
32 H 0.061 0.590 2.933
33 H 1.141 -0.764 2.752
34 H 1.999 0.934 0.642
35 H 2.815 0.683 2.178
36 H 0.716 -1.014 -3.139
37 H -0.788 -1.925 -3.256
38 H 2.362 -2.730 -1.160
39 Sm -0.245 -3.242 -0.063

Values from the calculation:
Multiplicity: 5
Calculated total energy, Ha: -2815.72286
Charge: +2
Expectation value of S²: 6.008

Atomic charges from the Mulliken analysis, expressed in e, are listed below: C -0.31; O -0.65; B 1.03; O -0.45; B -0.16; O -0.50; B 0.43; C -0.57; C -1.00; C 0.83; F -0.33; F -0.26; C 0.51; F -0.25; F -0.26; S 1.33; F -0.32; F -0.30; F -0.29; F -0.28; F -0.28; O -0.64; B 0.83; C -0.25; O -0.32; O -0.22; O -0.30; H 0.27; H 0.03; H 0.31; H 0.33; H 0.36; H 0.36; H 0.37; H 0.56; H 0.38; H 0.27; H 0.29; Sm 1.47


Taking the records one at a time from the top gives strongest force on any atom values of 2.7; 5.2; 0.6; 2.5 eV/Å.